C5H11O3 | ωB97M-V/def2-TZVPD

Last column: Mulliken charge in e.
CARTESIAN COORDINATES (ANGSTROEM)
C 1.4760 2.9257 -1.5793  -0.96
C 0.5289 2.1310 -0.6438  0.71
O 0.7041 2.3314 0.5828  -0.73
O -0.3026 1.3743 -1.1884  -0.81
H 1.5229 3.9853 -1.3415  0.28
H 1.2143 2.7082 -2.6098  0.29
H 2.4849 2.5367 -1.3769  0.20
C -0.4926 -1.1262 0.6050  0.81
C -0.4785 -1.5828 2.0406  -1.41
C -0.6040 -2.2292 -0.4523  -1.25
O -1.7051 -0.3435 0.4789  -0.63
H 0.3982 -0.5492 0.3797  0.16
H -0.7597 -0.8157 2.7608  0.35
H -1.5277 -2.7856 -0.3864  0.31
H -0.5409 -1.7993 -1.4549  0.30
H 0.2799 -2.8844 -0.3482  0.32
H -1.4667 0.4677 -0.0550  0.45
H 0.5010 -1.9925 2.2974  0.34
H -1.2324 -2.3519 2.2913  0.28

The net charge is -1. As for the HOMO-LUMO gap: 8.328 eV. The calculation puts the total energy at -422.9005 hartree. Its multiplicity is 1. As for the LUMO energy: 0.145 Ha.